# 1
{"formula": "C31H45N2OS5SiV", "method": "ωB97M-V/def2-TZVPD", "species": ["V", "C", "C", "S", "C", "C", "S", "C", "C", "S", "C", "C", "S", "H", "H", "H", "H", "H", "H", "H", "H", "H", "H", "H", "H", "H", "H", "H", "H", "C", "C", "C", "C", "C", "C", "N", "N", "Si", "C", "C", "C", "H", "H", "H", "H", "H", "H", "H", "H", "H", "H", "H", "H", "H", "H", "H", "O", "S", "C", "C", "C", "C", "C", "C", "C", "C", "C", "C", "C", "C", "C", "C", "H", "H", "H", "H", "H", "H", "H", "H", "H", "H", "H", "H", "H", "H"], "coordinates": [[-10.566, -0.456, 12.128], [-8.451, -0.994, 9.732], [-7.809, 0.312, 10.255], [-8.731, 1.294, 11.469], [-9.462, 2.648, 10.376], [-10.267, 3.581, 11.251], [-11.788, 4.312, 10.567], [-12.645, 3.005, 9.708], [-13.447, 2.179, 10.628], [-12.834, 0.476, 11.040], [-12.656, -0.295, 9.348], [-11.194, -0.318, 8.935], [-10.278, -1.385, 10.124], [-8.038, -1.921, 10.206], [-8.411, -1.114, 8.648], [-7.630, 0.920, 9.361], [-6.863, 0.017, 10.792], [-10.085, 2.253, 9.540], [-8.581, 3.149, 9.988], [-9.680, 4.427, 11.612], [-10.662, 3.060, 12.118], [-12.007, 2.521, 8.956], [-13.315, 3.618, 9.086], [-14.434, 1.935, 10.230], [-13.660, 2.659, 11.580], [-13.255, 0.232, 8.590], [-13.101, -1.360, 9.392], [-10.728, 0.675, 8.949], [-11.096, -0.643, 7.885], [-13.866, -2.667, 12.565], [-12.428, -3.076, 12.631], [-12.155, -4.438, 12.445], [-10.838, -4.940, 12.528], [-9.882, -4.055, 13.093], [-10.200, -2.635, 13.237], [-11.440, -2.178, 12.964], [-9.309, -1.587, 13.178], [-7.685, -1.649, 13.951], [-6.505, -2.319, 12.665], [-7.349, 0.197, 14.105], [-7.760, -2.504, 15.557], [-14.568, -3.501, 12.695], [-14.104, -2.279, 11.561], [-14.100, -1.917, 13.291], [-13.019, -5.101, 12.176], [-10.566, -5.918, 12.144], [-8.899, -4.434, 13.403], [-6.896, -2.652, 11.690], [-5.893, -3.043, 13.146], [-5.900, -1.469, 12.442], [-8.163, 0.589, 14.857], [-7.391, 0.598, 13.052], [-6.320, 0.513, 14.370], [-7.676, -3.610, 15.454], [-8.777, -2.382, 15.994], [-7.006, -2.223, 16.256], [-11.882, -0.139, 14.848], [-12.002, 1.075, 15.661], [-13.876, 1.427, 15.672], [-14.650, 0.714, 16.750], [-15.473, -0.395, 16.472], [-16.100, -1.171, 17.409], [-15.979, -0.879, 18.756], [-15.240, 0.274, 19.118], [-14.544, 1.006, 18.120], [-11.285, 2.591, 14.919], [-10.765, 3.638, 15.914], [-11.719, 4.379, 16.650], [-11.375, 5.291, 17.653], [-10.037, 5.509, 17.922], [-9.079, 4.823, 17.149], [-9.412, 3.874, 16.207], [-14.278, 1.173, 14.682], [-14.030, 2.488, 15.887], [-15.589, -0.770, 15.420], [-16.747, -1.999, 17.059], [-16.591, -1.464, 19.427], [-15.102, 0.661, 20.166], [-13.826, 1.802, 18.339], [-12.006, 3.022, 14.243], [-10.473, 2.237, 14.273], [-12.785, 4.207, 16.439], [-12.177, 5.808, 18.204], [-9.723, 6.175, 18.741], [-8.014, 4.927, 17.318], [-8.622, 3.264, 15.790]], "forces_ev_per_angstrom": [[-1.0, 1.7, 2.4], [-1.3, -1.5, 0.7], [0.3, -1.0, 0.0], [-1.4, 0.8, -1.2], [0.1, -0.7, -0.2], [-0.8, -0.2, 0.6], [0.9, 1.1, -0.4], [0.4, 1.3, -0.9], [-1.0, -2.2, 0.3], [0.1, -0.1, -0.5], [-0.6, -0.9, 0.4], [0.4, 0.0, -0.4], [1.3, -0.1, -2.5], [0.0, 1.0, -0.5], [0.3, 0.2, 0.1], [0.4, 0.2, 0.5], [-0.7, 0.5, -0.8], [0.7, 0.2, 0.7], [-0.1, 0.1, -0.3], [-0.1, -0.1, 0.0], [0.4, -0.3, 0.3], [-0.2, -0.3, 0.5], [0.0, -0.2, 0.1], [0.0, 0.2, -0.2], [0.3, 0.1, 0.1], [0.1, 0.1, 0.5], [0.8, 1.6, 0.1], [-0.4, -0.3, 0.2], [0.0, -0.4, 0.5], [-0.3, 0.1, -1.1], [0.7, -1.4, 0.9], [-0.7, 0.1, -0.7], [0.7, 2.3, 1.2], [-0.7, -0.5, -0.1], [0.6, -0.7, -1.7], [-1.6, -1.5, -0.7], [1.2, -1.1, 1.7], [-1.6, 1.1, -1.8], [-0.6, 0.2, -0.2], [-0.2, 0.4, 0.4], [-1.2, -1.8, 0.2], [0.5, 0.0, 0.1], [0.1, 0.2, 0.3], [-0.1, 0.6, 0.4], [1.1, 0.7, 0.2], [-0.1, 0.0, 0.5], [-0.3, 0.4, -0.5], [0.0, -0.3, 0.7], [0.8, -0.9, 0.0], [0.9, 0.6, -0.2], [1.6, -0.2, -1.7], [-0.4, -0.2, 1.5], [-0.6, -0.3, 0.5], [0.1, 0.6, -0.1], [0.7, 0.3, -0.1], [0.5, 0.4, 0.6], [0.6, -0.5, -1.9], [-1.3, 0.7, 3.0], [0.1, 0.7, 0.3], [-0.4, -2.0, 0.9], [0.7, -0.1, -2.6], [-0.7, -0.5, 0.1], [0.0, 1.5, 0.2], [0.7, 0.3, 0.0], [0.1, 0.0, -0.3], [0.6, 0.4, -0.5], [-1.0, 0.0, 0.7], [-0.2, -0.4, -0.5], [-0.4, -0.2, -0.2], [0.8, 0.0, -0.1], [0.2, 0.1, 0.7], [-1.0, -0.4, -0.2], [0.3, 0.1, 0.1], [0.3, 0.1, -0.4], [0.2, 0.8, 0.9], [0.6, 0.5, 0.4], [0.3, 0.1, 0.5], [-0.4, -0.9, -1.1], [-0.5, -0.1, 0.6], [-0.4, 0.3, -0.2], [0.1, -0.2, 0.3], [0.5, 0.2, 0.1], [0.6, -0.3, -0.3], [-0.2, -0.3, -0.6], [-0.1, 0.3, 0.3], [0.0, 0.1, -0.3]], "multiplicity": 4, "orbital_gap_ha": [0.2759, 0.2849], "charge": 1, "energy_ev": -125640.7056}

# 2
{"formula": "C31H46Br12F24O11P2", "method": "ωB97M-V/def2-TZVPD", "species": ["C", "C", "O", "P", "O", "O", "C", "C", "O", "C", "C", "H", "H", "H", "H", "H", "H", "H", "H", "H", "H", "H", "H", "H", "H", "H", "C", "C", "O", "P", "O", "O", "C", "C", "O", "C", "C", "H", "H", "H", "H", "H", "H", "H", "H", "H", "H", "H", "H", "H", "H", "H", "C", "C", "C", "F", "F", "F", "F", "O", "C", "C", "F", "F", "F", "F", "H", "H", "H", "H", "C", "C", "C", "F", "F", "F", "F", "O", "C", "C", "F", "F", "F", "F", "H", "H", "H", "H", "C", "C", "C", "F", "F", "F", "F", "O", "C", "C", "F", "F", "F", "F", "H", "H", "H", "H", "C", "Br", "Br", "Br", "H", "C", "Br", "Br", "Br", "H", "C", "Br", "Br", "Br", "H", "C", "Br", "Br", "Br", "H"], "coordinates": [[-1.677, -6.210, -4.240], [-0.629, -5.924, -3.188], [0.469, -5.406, -3.821], [0.680, -3.834, -4.070], [1.012, -3.112, -2.805], [-0.626, -3.426, -4.921], [-0.747, -2.305, -5.731], [-0.018, -2.618, -7.049], [1.772, -3.874, -5.254], [2.975, -4.672, -5.363], [2.798, -6.150, -5.733], [-1.194, -6.803, -5.017], [-2.439, -6.858, -3.808], [-2.170, -5.279, -4.522], [-0.885, -5.267, -2.356], [-0.287, -6.758, -2.576], [-1.794, -2.139, -5.987], [-0.302, -1.384, -5.354], [-0.047, -3.695, -7.214], [-0.418, -2.051, -7.890], [1.029, -2.322, -6.988], [3.635, -4.198, -6.090], [3.488, -4.708, -4.402], [3.722, -6.551, -6.150], [2.381, -6.761, -4.933], [2.182, -6.278, -6.623], [-1.754, 8.415, 2.216], [-1.379, 7.245, 1.227], [-0.202, 6.592, 1.600], [-0.270, 5.598, 2.860], [-0.968, 4.332, 2.462], [1.271, 5.484, 3.344], [2.366, 5.110, 2.450], [3.160, 4.003, 3.063], [-0.970, 6.435, 4.033], [-1.050, 5.741, 5.261], [-1.794, 6.683, 6.143], [-2.574, 8.134, 2.877], [-0.887, 8.802, 2.752], [-2.129, 9.276, 1.662], [-2.169, 6.525, 1.012], [-1.392, 7.612, 0.201], [2.208, 5.071, 1.373], [2.999, 5.997, 2.456], [3.763, 3.442, 2.349], [3.684, 4.302, 3.971], [2.534, 3.206, 3.463], [-1.550, 4.804, 5.016], [-0.088, 5.516, 5.722], [-2.112, 6.305, 7.115], [-1.192, 7.572, 6.327], [-2.704, 7.030, 5.653], [4.689, 0.061, -7.688], [5.056, 0.026, -9.208], [3.739, -0.234, -10.002], [3.780, 0.078, -11.318], [3.210, -1.490, -9.942], [5.661, 1.206, -9.651], [6.011, -0.919, -9.457], [3.897, 1.342, -7.292], [2.573, 1.304, -6.877], [2.453, 2.555, -5.949], [2.999, 3.628, -6.428], [1.181, 2.812, -5.471], [1.525, 1.313, -7.742], [2.424, 0.305, -6.016], [5.656, 0.130, -7.189], [4.202, -0.847, -7.333], [2.960, 0.451, -9.667], [3.107, 2.499, -5.079], [-3.913, -3.372, 8.781], [-3.486, -2.991, 7.368], [-2.836, -1.561, 7.343], [-3.669, -0.502, 7.643], [-1.786, -1.482, 8.217], [-2.533, -3.781, 6.843], [-4.534, -3.004, 6.539], [-4.674, -4.624, 8.902], [-4.775, -5.329, 10.142], [-6.046, -4.723, 10.789], [-6.504, -5.231, 11.895], [-6.146, -3.418, 10.946], [-4.942, -6.651, 9.868], [-3.721, -5.167, 10.897], [-4.658, -2.677, 9.168], [-3.100, -3.283, 9.501], [-2.528, -1.277, 6.337], [-6.734, -5.049, 10.009], [0.153, 1.010, 1.017], [-0.912, 0.213, 1.669], [-0.997, 0.726, 3.171], [-1.902, 0.141, 3.942], [0.130, 0.506, 3.848], [-2.097, 0.417, 1.080], [-0.750, -1.099, 1.685], [0.360, 0.597, -0.319], [1.637, 0.747, -0.939], [1.622, 0.332, -2.400], [0.510, 0.690, -3.096], [2.737, 0.490, -3.136], [1.971, 2.094, -0.890], [2.450, 0.020, -0.154], [1.040, 1.078, 1.647], [-0.239, 2.026, 0.957], [-1.139, 1.801, 3.284], [1.597, -0.749, -2.258], [-3.931, 3.805, -0.128], [-5.821, 3.399, -0.921], [-4.283, 4.607, 1.705], [-2.858, 4.900, -1.417], [-3.282, 2.967, 0.130], [6.166, -0.008, -3.156], [6.964, 1.166, -4.434], [7.337, -0.670, -1.813], [5.280, -1.458, -4.102], [5.460, 0.682, -2.694], [-5.010, -0.152, 3.346], [-6.077, -1.749, 3.596], [-5.264, 0.988, 4.916], [-5.230, 0.923, 1.621], [-3.979, -0.478, 3.476], [2.040, -4.200, 3.305], [0.767, -4.956, 4.656], [3.855, -4.363, 4.043], [1.507, -2.298, 2.899], [1.943, -4.890, 2.467]], "forces_ev_per_angstrom": [[-0.6, -0.7, 1.4], [-1.0, -0.4, 1.7], [2.3, 1.8, -1.4], [0.7, -0.7, 0.2], [-0.5, -0.4, -2.0], [0.7, -0.9, 2.4], [0.7, 0.9, -2.5], [0.3, 0.5, -0.1], [-0.1, -0.1, 0.5], [0.3, -0.9, 0.8], [-0.7, 0.3, -1.1], [-0.2, 0.5, -0.4], [-0.2, 0.0, 0.0], [0.3, -0.3, -0.6], [-0.9, 0.5, -0.3], [0.0, -0.7, -0.7], [-0.1, -0.1, 0.6], [-0.3, -0.1, 0.7], [-0.2, 0.1, -0.3], [-0.3, -0.2, 0.0], [0.0, -0.2, 0.1], [-0.3, 0.3, 0.0], [0.1, 0.5, 0.1], [0.5, 0.0, 0.7], [0.2, 0.1, -0.1], [-0.6, 0.3, 0.1], [-0.5, -0.4, -1.1], [-2.0, 1.4, -0.2], [1.1, -0.4, 1.0], [0.1, -1.0, -1.5], [1.1, 1.1, 1.0], [-1.4, -0.1, -1.1], [1.0, 1.6, 0.4], [-0.5, -1.5, 0.6], [1.7, -0.3, -1.7], [-0.6, -0.6, 0.8], [-0.9, 0.6, 0.7], [0.4, -0.1, 0.3], [0.0, -0.4, 0.1], [0.0, -0.1, -0.3], [-0.4, -0.3, 1.2], [1.5, 0.5, 0.0], [-1.2, -0.8, 0.2], [0.1, 0.2, 0.3], [0.5, 0.6, 0.0], [0.5, 0.3, -0.4], [-0.6, 0.0, -0.2], [-0.2, -0.1, 0.6], [0.3, 0.0, -0.4], [0.3, -0.4, 0.0], [0.1, 0.0, 0.0], [0.0, -0.1, -0.1], [-0.1, 1.7, 0.1], [-0.2, 0.3, -0.7], [-1.5, 1.1, -1.0], [1.1, -0.2, -0.4], [1.1, 0.1, 0.7], [-1.4, -1.2, 0.9], [-0.9, 0.0, 0.6], [0.3, -2.0, -1.9], [0.8, 1.9, 1.9], [0.4, -0.6, 2.7], [0.0, 2.8, -2.7], [0.7, -0.5, -1.2], [1.2, -0.6, -0.5], [-0.7, -1.7, 0.0], [-0.2, 0.3, 0.3], [-0.3, 0.2, -0.3], [0.2, 0.0, 0.9], [-0.4, -1.8, 0.6], [-1.4, -0.4, 1.7], [0.1, 0.8, 1.2], [-0.1, 1.4, -0.2], [-0.2, -1.2, 0.6], [-0.6, -0.4, -0.4], [0.2, -0.5, 0.1], [-0.4, 0.1, -0.4], [1.1, -1.1, -0.1], [-0.4, 2.0, -1.1], [-1.8, -2.0, -2.9], [0.2, -1.6, 2.5], [1.2, 1.7, -0.4], [-0.1, 1.3, 0.2], [1.5, -0.1, 0.7], [0.3, 0.8, -0.6], [0.3, -0.5, -0.4], [0.5, -0.8, -0.2], [-0.6, 0.4, -0.3], [0.9, 1.4, -0.9], [-0.5, 0.6, 2.1], [0.1, 1.6, -0.1], [-1.9, -1.2, -0.1], [2.2, -0.6, -0.1], [-0.8, 0.5, -0.3], [0.5, -1.1, -0.2], [1.0, -0.6, -2.3], [-2.4, 2.6, 2.5], [-1.1, -4.1, 0.1], [0.9, 0.7, 0.6], [0.3, 1.6, 0.3], [0.5, -0.8, 0.5], [1.1, 0.5, -1.0], [0.2, -0.5, -0.2], [-0.1, 0.2, 0.3], [-0.4, 0.3, -0.9], [-0.6, -0.5, -0.4], [-1.0, 1.1, 0.3], [2.3, 0.1, 0.7], [0.3, -0.3, -1.6], [-1.0, -0.7, 1.1], [-0.7, -0.3, -0.5], [-0.6, 0.3, -0.2], [0.6, 0.2, -0.4], [0.2, 0.0, 0.1], [0.0, 0.2, 0.3], [-0.2, -0.8, 0.1], [0.2, 0.6, 0.2], [0.1, 0.4, -0.6], [0.0, 0.0, -0.5], [-0.1, -1.3, 1.6], [-0.3, 0.2, -0.7], [-0.4, 0.3, 1.3], [0.6, 0.5, -0.8], [-0.8, 0.3, -0.6], [0.8, -2.0, 0.3], [0.1, 0.7, -0.1]], "orbital_gap_ha": 0.3432, "energy_ev": -979721.6676}

# 3
{"formula": "C31H46BrIN6O2PdSi", "method": "ωB97M-V/def2-TZVPD", "species": ["Pd", "C", "O", "C", "O", "N", "N", "H", "H", "H", "H", "H", "H", "I", "C", "C", "C", "C", "C", "N", "H", "H", "H", "H", "C", "C", "C", "C", "Si", "Br", "C", "C", "C", "C", "C", "C", "C", "C", "H", "H", "H", "H", "H", "H", "H", "H", "H", "H", "H", "H", "H", "H", "H", "H", "H", "H", "H", "H", "H", "H", "H", "H", "H", "H", "H", "N", "C", "C", "C", "C", "C", "C", "N", "C", "C", "C", "C", "N", "C", "C", "H", "H", "H", "H", "H", "H", "H", "H", "H"], "coordinates": [[0.210, 0.127, -0.019], [2.301, -3.350, 3.948], [1.086, -2.650, 3.741], [1.018, -1.585, 2.909], [-0.040, -1.057, 2.715], [2.234, -1.165, 2.423], [2.324, -0.180, 1.434], [2.063, -4.157, 4.635], [3.064, -2.716, 4.408], [2.682, -3.783, 3.019], [3.045, -1.736, 2.583], [2.822, -0.515, 0.625], [2.754, 0.653, 1.806], [0.792, -2.678, -0.850], [-1.211, -2.214, -1.364], [-1.826, -2.897, -2.398], [-3.124, -2.524, -2.721], [-3.731, -1.511, -1.995], [-3.021, -0.916, -0.963], [-1.771, -1.258, -0.653], [-1.307, -3.678, -2.934], [-3.646, -3.024, -3.526], [-4.739, -1.193, -2.224], [-3.462, -0.137, -0.349], [-0.237, 4.937, -0.437], [-0.419, 5.250, 1.057], [-0.877, 6.709, 1.207], [0.964, 5.104, 1.707], [-1.685, 4.040, 1.883], [-1.197, 2.006, 1.007], [-1.451, 3.861, 3.791], [-1.422, 5.241, 4.468], [-2.599, 3.044, 4.401], [-0.152, 3.111, 4.126], [-3.521, 4.357, 1.344], [-4.413, 3.126, 1.566], [-4.117, 5.540, 2.123], [-3.585, 4.677, -0.157], [0.488, 5.639, -0.864], [-1.162, 5.033, -1.003], [0.150, 3.928, -0.587], [-0.117, 7.378, 0.790], [-1.024, 6.984, 2.255], [-1.809, 6.896, 0.672], [1.683, 5.736, 1.175], [1.319, 4.072, 1.648], [0.965, 5.418, 2.752], [-2.336, 5.807, 4.276], [-0.575, 5.841, 4.132], [-1.329, 5.116, 5.552], [-3.562, 3.547, 4.302], [-2.413, 2.907, 5.470], [-2.666, 2.054, 3.944], [0.738, 3.669, 3.840], [-0.123, 2.134, 3.640], [-0.105, 2.948, 5.208], [-4.475, 2.830, 2.611], [-4.053, 2.271, 0.995], [-5.428, 3.357, 1.225], [-4.219, 5.309, 3.185], [-5.116, 5.771, 1.739], [-3.506, 6.441, 2.027], [-3.153, 3.868, -0.750], [-3.071, 5.607, -0.405], [-4.631, 4.791, -0.457], [2.661, 3.071, -6.306], [2.530, 3.943, -7.359], [3.379, 4.308, -8.396], [2.891, 5.227, -9.305], [1.604, 5.768, -9.181], [0.763, 5.407, -8.147], [1.233, 4.477, -7.221], [0.617, 3.932, -6.118], [1.484, 3.105, -5.596], [1.230, 2.281, -4.421], [2.135, 1.334, -3.943], [1.792, 0.557, -2.851], [0.626, 0.653, -2.217], [-0.240, 1.572, -2.666], [0.016, 2.396, -3.743], [3.469, 2.515, -6.096], [4.378, 3.898, -8.488], [3.513, 5.533, -10.136], [1.265, 6.485, -9.917], [-0.229, 5.827, -8.046], [3.094, 1.172, -4.420], [2.474, -0.199, -2.479], [-1.181, 1.632, -2.132], [-0.713, 3.118, -4.086]], "forces_ev_per_angstrom": [[0.6, 0.1, -0.3], [0.0, -0.1, 0.0], [0.1, -0.2, 0.1], [-0.2, 0.4, -0.1], [0.2, 0.0, -0.1], [0.3, -0.2, -0.1], [-0.4, 0.0, 0.4], [0.0, 0.0, 0.0], [0.0, 0.0, 0.0], [0.0, 0.0, 0.0], [0.0, 0.1, 0.0], [0.0, -0.1, -0.1], [0.0, 0.1, 0.0], [-0.1, -0.4, -0.1], [0.2, -0.1, 0.1], [-0.1, 0.0, -0.1], [0.1, 0.0, 0.1], [0.0, 0.0, 0.0], [-0.1, 0.0, 0.0], [0.0, -0.2, 0.0], [0.0, 0.0, 0.0], [0.0, 0.0, 0.0], [0.0, 0.0, 0.1], [0.0, 0.0, 0.0], [0.0, 0.0, 0.0], [-0.1, -0.1, 0.1], [0.0, -0.1, 0.0], [-0.1, 0.0, 0.0], [-0.1, -0.1, -0.1], [-0.4, 0.4, 0.3], [0.0, 0.1, -0.1], [0.0, 0.0, -0.1], [0.0, 0.0, -0.1], [0.0, 0.0, 0.0], [0.1, 0.1, 0.1], [0.0, 0.0, 0.0], [0.1, 0.0, 0.0], [0.0, 0.0, 0.1], [0.0, 0.0, 0.0], [0.1, 0.0, 0.0], [0.0, 0.0, 0.0], [0.0, 0.0, 0.0], [0.0, 0.0, -0.1], [0.0, 0.0, 0.0], [0.0, 0.0, 0.0], [0.0, 0.0, 0.0], [0.0, 0.0, -0.1], [0.0, 0.0, 0.0], [0.0, 0.0, 0.1], [0.0, 0.0, 0.0], [0.0, 0.0, 0.0], [0.0, 0.0, 0.0], [0.0, 0.0, 0.0], [0.0, -0.1, 0.0], [0.0, 0.0, 0.0], [0.0, 0.0, 0.0], [0.0, 0.0, 0.0], [0.0, 0.0, 0.0], [0.0, 0.0, 0.0], [0.0, 0.0, 0.0], [0.0, 0.0, 0.0], [-0.1, 0.0, 0.0], [0.0, 0.0, 0.0], [0.0, 0.0, 0.0], [0.0, 0.0, 0.0], [0.0, -0.1, 0.2], [-0.3, 0.2, -0.1], [0.1, 0.0, 0.0], [0.1, -0.1, 0.0], [-0.1, 0.1, 0.0], [0.0, 0.0, 0.0], [0.4, -0.1, -0.1], [-0.2, -0.1, 0.3], [0.0, 0.3, -0.4], [-0.1, -0.3, 0.4], [0.0, 0.2, -0.2], [0.0, -0.1, 0.0], [-0.2, 0.2, 0.0], [0.0, -0.1, -0.1], [0.1, 0.1, -0.2], [0.0, 0.0, 0.0], [0.0, 0.0, 0.0], [0.0, 0.0, 0.0], [0.0, 0.0, 0.0], [0.0, 0.0, 0.0], [0.0, 0.0, 0.0], [0.0, 0.0, 0.0], [0.0, 0.0, 0.0], [0.0, 0.0, 0.0]], "orbital_gap_ha": 0.2051, "energy_ev": -135430.5397}